Density functional theory data (the ωB97M-V functional and the def2-TZVPD basis) for a 15-piece molecular cluster, C42H78O24 overall in a non-equilibrium geometry.

Each atom is followed by the atoms it is bonded to, with distances in Å.
Element x y z (Å)
1 O 11.266 18.433 13.751  C56 1.340, C65 1.466
2 O 13.355 14.673 11.462  C25 1.413, H130 0.950
3 O 15.289 14.813 16.090  C26 1.363, C32 1.489
4 O 11.839 11.786 15.436  C36 1.456, C58 1.350
5 O 14.955 13.744 8.012  C44 1.323, C59 1.408
6 O 15.298 12.723 6.077  C44 1.231
7 O 11.702 10.291 13.787  C58 1.181
8 O 11.555 14.915 15.871  C60 1.452, H122 0.963
9 O 20.412 16.930 9.452  C33 1.337, C54 1.442
10 O 14.045 19.344 8.805  C48 1.201
11 O 14.688 17.532 7.794  C37 1.432, C48 1.313
12 O 19.005 11.463 11.410  C30 1.193
13 O 17.649 12.367 12.823  C30 1.290, C31 1.487
14 O 19.932 18.131 11.332  C33 1.203
15 O 11.841 12.361 11.827  C40 1.424, H92 1.006
16 O 14.757 10.865 11.727  C35 1.457, C43 1.348
17 O 16.056 19.346 11.877  C41 1.377, C66 1.429
18 O 18.324 17.341 13.848  C64 1.509, H128 0.967
19 O 12.499 18.181 15.540  C56 1.211
20 O 17.398 14.346 16.600  C26 1.251
21 O 16.195 17.095 11.813  C41 1.198
22 O 14.929 11.115 13.929  C43 1.200
23 O 11.253 16.073 10.551  C49 1.440, H121 1.008
24 O 8.877 16.256 12.067  C38 1.443, H74 0.980
25 C 14.360 14.301 12.384  O2 1.413, H117 1.082, H119 1.097, H141 1.065
26 C 16.564 15.235 16.319  O3 1.363, O20 1.251, C29 1.497
27 C 15.498 16.953 15.267  C29 1.472, C32 1.496, H109 1.056, H124 1.096
28 C 16.907 12.506 7.896  C42 1.540, C44 1.476, H86 1.117, H111 1.074
29 C 16.651 16.720 16.151  C26 1.497, C27 1.472, H67 1.069, H72 1.153
30 C 18.838 12.149 12.371  O12 1.193, O13 1.290, C62 1.543
31 C 17.700 13.092 14.120  O13 1.487, C46 1.458, H133 1.079, H143 1.125
32 C 14.455 16.004 15.767  O3 1.489, C27 1.496, H101 1.063, H125 1.108
33 C 20.047 17.098 10.727  O9 1.337, O14 1.203, C47 1.510
34 C 12.560 9.614 15.950  C58 1.522, C61 1.508, H71 1.088, H129 1.078
35 C 15.377 10.052 10.689  O16 1.457, C57 1.521, H70 1.117, H140 1.098
36 C 11.924 11.652 16.884  O4 1.456, C61 1.503, H93 1.071, H115 1.054
37 C 15.874 16.979 7.209  O11 1.432, C50 1.522, H69 1.110, H87 1.077
38 C 8.306 14.931 12.064  O24 1.443, H89 1.062, H103 1.125, H107 1.085
39 C 16.395 19.067 8.099  C48 1.515, C50 1.548, H84 1.108, H134 1.115
40 C 11.240 11.422 10.941  O15 1.424, H73 1.099, H95 1.114, H139 1.075
41 C 15.534 18.077 11.998  O17 1.377, O21 1.198, C55 1.530
42 C 16.951 13.365 9.174  C28 1.540, C59 1.558, H78 1.160, H110 1.080
43 C 15.198 10.486 12.943  O16 1.348, O22 1.200, C63 1.457
44 C 15.690 12.988 7.214  O5 1.323, O6 1.231, C28 1.476
45 C 9.406 19.715 14.595  C53 1.543, C65 1.557, H88 1.085, H91 1.058
46 C 18.995 13.761 14.101  C31 1.458, C62 1.506, H99 1.088, H138 1.019
47 C 19.841 15.714 11.294  C33 1.510, C52 1.546, H80 1.080, H123 1.098
48 C 14.942 18.705 8.327  O10 1.201, O11 1.313, C39 1.515
49 C 11.176 17.197 9.653  O23 1.440, H98 1.085, H105 1.108, H126 1.135
50 C 17.009 17.653 7.966  C37 1.522, C39 1.548, H85 1.119, H100 1.071
51 C 13.880 19.666 12.770  C55 1.528, C66 1.559, H113 1.069, H136 1.100
52 C 20.438 14.687 10.304  C47 1.546, C54 1.570, H106 1.091, H137 1.069
53 C 10.529 19.574 15.644  C45 1.543, C56 1.461, H108 1.119, H135 1.092
54 C 20.291 15.563 9.009  O9 1.442, C52 1.570, H96 1.100, H118 1.159
55 C 14.053 18.204 12.362  C41 1.530, C51 1.528, H90 1.100, H102 1.118
56 C 11.545 18.725 15.029  O1 1.340, O19 1.211, C53 1.461
57 C 16.530 9.390 11.429  C35 1.521, C63 1.481, H76 1.105, H94 1.107
58 C 12.025 10.565 14.890  O4 1.350, O7 1.181, C34 1.522
59 C 15.450 13.753 9.331  O5 1.408, C42 1.558, H77 1.079, H131 1.133
60 C 10.726 15.185 14.710  O8 1.452, H79 1.149, H112 1.081, H114 1.102
61 C 12.969 10.582 17.033  C34 1.508, C36 1.503, H127 1.094, H144 1.069
62 C 19.869 12.848 13.282  C30 1.543, C46 1.506, H83 1.131, H116 1.059
63 C 15.985 9.268 12.801  C43 1.457, C57 1.481, H82 1.147, H104 1.087
64 C 19.747 17.607 14.275  O18 1.509, H68 1.032, H75 1.118, H120 1.078
65 C 10.104 19.204 13.300  O1 1.466, C45 1.557, H132 1.093, H142 1.121
66 C 15.019 20.326 11.934  O17 1.429, C51 1.559, H81 1.123, H97 1.096
67 H 17.666 16.930 15.888  C29 1.069
68 H 19.900 18.627 14.312  C64 1.032
69 H 15.853 15.880 7.367  C37 1.110
70 H 15.707 10.798 9.927  C35 1.117
71 H 11.751 8.974 16.295  C34 1.088
72 H 16.502 17.208 17.184  C29 1.153
73 H 10.590 10.706 11.464  C40 1.099
74 H 9.756 16.263 11.636  O24 0.980
75 H 20.584 17.097 13.738  C64 1.118
76 H 16.811 8.414 10.993  C57 1.105
77 H 14.889 13.127 10.007  C59 1.079
78 H 17.339 12.719 10.056  C42 1.160
79 H 11.054 14.450 13.890  C60 1.149
80 H 18.793 15.453 11.265  C47 1.080
81 H 14.574 20.481 10.916  C66 1.123
82 H 15.282 8.361 12.833  C63 1.147
83 H 20.577 13.456 12.643  C62 1.131
84 H 16.652 19.635 9.015  C39 1.108
85 H 17.128 17.111 8.937  C50 1.119
86 H 17.840 12.639 7.296  C28 1.117
87 H 15.874 17.214 6.158  C37 1.077
88 H 8.542 19.062 14.666  C45 1.085
89 H 9.039 14.212 12.336  C38 1.062
90 H 13.821 17.535 13.204  C55 1.100
91 H 8.957 20.670 14.534  C45 1.058
92 H 11.803 11.806 12.665  O15 1.006
93 H 10.959 11.309 17.198  C36 1.071
94 H 17.395 10.081 11.446  C57 1.107
95 H 10.525 11.898 10.232  C40 1.114
96 H 21.033 15.384 8.217  C54 1.100
97 H 15.307 21.277 12.397  C66 1.096
98 H 11.576 17.014 8.661  C49 1.085
99 H 19.380 13.938 15.103  C46 1.088
100 H 17.973 17.670 7.498  C50 1.071
101 H 13.862 16.278 16.606  C32 1.063
102 H 13.442 17.782 11.527  C55 1.118
103 H 7.311 14.933 12.588  C38 1.125
104 H 16.820 9.182 13.491  C63 1.087
105 H 10.083 17.332 9.525  C49 1.108
106 H 21.486 14.478 10.521  C52 1.091
107 H 8.031 14.624 11.061  C38 1.085
108 H 10.931 20.612 15.760  C53 1.119
109 H 15.242 17.976 15.324  C27 1.056
110 H 17.570 14.246 9.079  C42 1.080
111 H 16.741 11.484 8.182  C28 1.074
112 H 10.812 16.198 14.341  C60 1.081
113 H 12.961 20.176 12.578  C51 1.069
114 H 9.668 14.888 14.796  C60 1.102
115 H 12.204 12.607 17.231  C36 1.054
116 H 20.364 12.114 13.863  C62 1.059
117 H 14.165 14.616 13.400  C25 1.082
118 H 19.189 15.420 8.679  C54 1.159
119 H 15.312 14.792 12.152  C25 1.097
120 H 19.640 17.162 15.251  C64 1.078
121 H 12.238 15.962 10.735  O23 1.008
122 H 11.463 15.704 16.416  O8 0.963
123 H 20.224 15.683 12.323  C47 1.098
124 H 15.752 16.652 14.244  C27 1.096
125 H 13.771 15.797 14.921  C32 1.108
126 H 11.724 18.119 10.022  C49 1.135
127 H 13.927 11.101 16.935  C61 1.094
128 H 18.247 17.658 12.938  O18 0.967
129 H 13.336 8.968 15.572  C34 1.078
130 H 12.742 13.949 11.515  O2 0.950
131 H 15.207 14.802 9.684  C59 1.133
132 H 10.383 19.926 12.528  C65 1.093
133 H 17.615 12.268 14.811  C31 1.079
134 H 16.479 19.654 7.155  C39 1.115
135 H 10.252 19.095 16.585  C53 1.092
136 H 13.968 19.924 13.835  C51 1.100
137 H 19.938 13.745 10.249  C52 1.069
138 H 18.843 14.677 13.681  C46 1.019
139 H 12.002 10.987 10.320  C40 1.075
140 H 14.609 9.408 10.239  C35 1.098
141 H 14.490 13.244 12.379  C25 1.065
142 H 9.477 18.469 12.731  C65 1.121
143 H 16.781 13.737 14.188  C31 1.125
144 H 12.920 10.286 18.059  C61 1.069

Calculated values
Total energy ... -93957.1846 eV
Molar mass ... 967.06 g/mol
Net charge ... 0
Orbital gap ... 10.1 eV